Here is a cluster of 10 separate species, C34H46F6N4O18 in total in a non-equilibrium geometry from the Open Molecules 2025 dataset. Energies are from wB97M-V/def2-TZVPD.

XYZ file:
```
108
Properties=species:S:1:pos:R:3:forces:R:3:mulliken_charge:R:1
F 0.29866 -6.29069 1.52604 -0.1 -0.1 -0.1 -0.354
F 0.68198 -4.20614 -1.55474 0.1 -0.1 0.0 -0.274
F 2.97294 -3.94552 1.09419 0.0 -0.1 -0.2 -0.171
F -5.17364 0.43457 -0.41694 0.0 0.0 0.1 -0.252
F 3.88573 0.21845 3.81872 0.4 0.2 0.2 -0.167
F -1.19685 1.38334 -4.70272 -0.1 -0.1 0.1 -0.267
O -1.25132 -1.31451 -6.55401 -0.4 0.2 0.0 -0.391
O -1.74038 -3.53768 1.94655 -0.2 0.0 0.2 -0.312
O 2.03954 1.45367 4.04495 0.2 0.4 0.3 -0.262
O -1.36881 -5.16722 0.47251 -0.1 0.1 -0.1 -0.352
O -3.18481 -3.84379 0.24499 -0.2 0.1 -0.1 -0.559
O 7.18796 -3.78656 1.33962 0.1 0.0 -0.1 -0.518
O 2.34368 -2.69489 -1.70834 -0.3 0.4 0.4 0.410
O -5.31998 1.47593 -2.39754 -0.3 0.4 -0.2 -0.374
O 3.68506 -4.14599 -2.70920 0.0 0.1 0.1 -0.400
O 4.57115 -2.44679 -1.53696 0.0 -0.1 0.7 -0.504
O -1.35008 -2.93305 -4.99369 -0.1 -0.1 0.1 -0.505
O 0.99537 0.32139 5.65782 0.2 0.4 0.1 -0.345
O -3.33255 0.52908 -2.67317 0.0 0.2 -0.6 -0.030
O 5.58348 -2.25991 1.75788 0.2 0.1 0.4 -0.421
O -0.11395 1.90684 4.48746 -0.1 0.1 0.1 -0.529
O -3.62217 2.68879 -3.28098 0.0 0.3 -0.1 -0.498
O -0.77999 -0.83373 -4.44054 0.2 0.2 0.3 -0.097
O 5.06644 -4.42589 1.77673 0.2 -0.1 0.1 -0.390
N -3.90540 4.46351 5.47742 0.0 0.1 0.1 -0.458
N -0.14809 2.84259 -1.03927 0.0 -0.1 -0.1 -0.496
N 0.85277 -1.42733 2.38121 0.3 -0.2 0.1 -0.111
N 5.10688 3.00137 -2.90166 -0.1 0.0 0.0 -0.492
C 3.50657 1.03658 -2.26323 0.2 -0.3 -0.4 0.148
C 4.40044 2.14145 -2.61736 0.1 0.0 0.0 0.048
C -2.20920 -4.15909 0.83597 0.4 0.0 -0.1 0.681
C -5.39899 0.24239 -1.75665 0.5 -0.6 -0.1 0.213
C 4.21676 0.77578 0.17846 -0.2 -0.3 -0.1 -1.090
C -4.03941 1.67392 -2.84984 0.1 -0.8 0.6 0.440
C -0.71071 0.00451 -6.59586 1.0 -0.1 0.3 -0.540
C -1.82897 5.70638 -0.01810 -0.1 0.5 0.2 -0.326
C -0.37441 0.41624 1.01523 0.4 0.3 -0.8 0.992
C -5.24354 2.97557 3.80791 0.0 0.3 -0.5 -0.558
C 0.34286 -0.60459 1.76451 -0.5 0.0 0.4 -0.593
C -0.55268 -1.17665 -0.95846 0.5 0.6 -0.5 -0.180
C -4.25294 -0.52710 -2.40239 -0.4 0.4 0.5 -0.293
C -3.22469 2.75915 2.25806 0.3 -0.1 0.6 -0.788
C -2.09043 4.59095 -1.02833 0.1 -0.1 0.2 -0.278
C -0.53169 6.46794 -0.24992 0.1 -0.2 -0.5 -1.310
C -0.75841 -4.39561 2.52063 0.2 -0.9 0.1 -0.467
C 4.27100 -2.32444 2.30240 -0.4 -0.1 -0.5 0.508
C -1.15961 -1.80569 -5.30524 0.0 0.1 -0.2 0.515
C -0.20430 -5.06405 1.27378 0.1 0.6 0.5 1.007
C 3.09182 1.04516 -0.79100 -0.8 0.4 -0.6 1.003
C -4.69453 3.10286 2.37503 -0.5 -0.3 -0.2 -0.371
C 1.46262 -3.50182 -2.42535 0.1 0.1 -0.6 0.699
C -1.02660 3.58238 -1.03857 0.1 0.1 0.1 0.318
C 2.27132 -0.28593 5.49242 0.6 -0.1 -0.2 -0.190
C 3.62868 -3.06918 -1.89310 0.4 0.1 -1.2 0.332
C 2.38942 -4.40781 -3.23909 -0.3 -0.5 0.5 -0.474
C -1.27985 -0.16758 -0.07621 -0.1 -1.1 0.4 0.438
C 3.88248 -3.79144 2.10946 -0.2 0.7 0.4 0.429
C 0.87681 1.30702 4.72867 -0.2 -0.6 -0.4 0.584
C -0.43184 0.35036 -5.12287 -0.1 -0.4 -0.4 0.660
C 6.07246 -3.50080 1.59490 -0.2 0.0 -0.1 0.596
C 3.07350 0.77353 4.74296 -1.3 -0.1 -0.3 0.166
C -4.51333 3.81448 4.75370 0.0 -0.2 0.1 0.235
H -1.68074 0.64427 -0.67470 -0.1 0.0 0.1 -0.500
H -0.93391 1.06586 1.68547 0.1 0.0 0.2 -0.156
H -0.42550 7.28398 0.46102 0.1 -0.1 0.1 0.383
H 2.15414 -1.15657 4.84470 0.1 -0.1 0.1 0.040
H -5.20660 1.93253 4.11976 0.1 0.0 0.2 0.291
H -2.61745 3.37512 2.92811 -0.1 0.2 -0.1 0.439
H -5.31567 2.41139 1.79589 0.2 0.0 -0.2 0.114
H -2.83286 2.86954 1.24777 -0.1 -0.1 -0.1 -0.059
H -2.07209 -0.74171 0.41707 -0.3 0.4 0.0 0.344
H -2.13960 4.96933 -2.05079 -0.2 0.1 0.0 0.513
H 3.58153 1.50568 5.36943 0.5 -0.2 -0.1 0.317
H -3.03595 4.10946 -0.77643 0.0 -0.1 -0.3 0.130
H -0.48311 6.89689 -1.25585 -0.2 0.1 0.1 0.313
H 2.13432 -5.44859 -3.04265 0.0 0.0 -0.1 0.305
H -1.23826 -5.16524 3.13647 -0.1 0.1 -0.1 0.331
H 2.64411 1.10743 -2.93272 -0.1 0.1 0.2 -0.177
H 0.32795 5.79570 -0.20200 0.0 0.1 0.3 0.330
H 3.45535 -4.21176 3.01838 -0.1 -0.3 -0.2 0.219
H -4.91396 4.08782 1.95735 0.1 0.1 0.2 0.371
H 4.45942 -0.28680 0.20125 0.1 0.0 0.0 0.100
H -1.35096 0.74863 -7.05808 -0.3 -0.3 0.0 0.332
H -3.79886 -1.24879 -1.73088 0.0 -0.1 -0.1 0.133
H -3.03742 1.74002 2.61051 -0.1 -0.1 -0.2 0.393
H 4.22962 -2.04175 3.35119 0.4 -0.1 0.1 0.143
H -1.19120 -1.64111 -1.71103 -0.2 0.0 0.2 0.449
H 0.22179 -0.66013 -1.53998 0.1 -0.1 0.1 -0.162
H -1.85941 5.33167 1.00835 0.1 -0.3 -0.1 0.090
H -6.36386 -0.24072 -1.87340 -0.2 0.3 -0.1 0.320
H -0.07233 -1.95260 -0.36233 0.0 -0.1 0.0 -0.255
H -4.62646 -0.96173 -3.33097 0.3 -0.2 0.0 0.338
H 0.53890 -4.44669 0.76606 0.1 -0.3 -0.1 -0.179
H 4.01181 0.10628 -2.54506 0.1 0.0 0.2 0.128
H 3.89246 1.09316 1.16820 0.3 0.0 0.1 0.165
H 0.39588 1.01655 0.52156 -0.1 0.2 0.1 -0.287
H 0.61171 0.56403 -4.89923 0.0 0.2 0.0 -0.032
H 5.11779 1.29908 -0.14260 0.0 0.2 0.3 0.452
H 2.61576 2.01472 -0.61625 0.2 0.0 0.2 0.368
H 2.75640 -0.54279 6.43058 -0.4 0.0 0.2 0.369
H -0.02430 -3.89750 3.14442 -0.1 0.6 -0.3 0.239
H 0.23468 -0.07867 -7.13285 -0.1 0.3 -0.2 0.326
H 2.36247 -4.20543 -4.30640 0.1 0.1 0.0 0.325
H 2.25769 0.34258 -0.70519 0.2 -0.2 0.2 -0.646
H 3.63058 -1.62858 1.76541 -0.1 -0.2 -0.1 -0.452
H 0.80966 -2.87737 -3.03382 -0.1 0.0 0.2 -0.442
H -2.67799 6.39523 -0.06126 0.0 0.0 -0.2 0.418
H -6.28971 3.28287 3.79667 0.0 0.0 0.2 0.381
```
Forces are in eV/Å.

SMILES string: O=C1OC[C@@H](F)O1.O=C1OC[C@@H](F)O1.O=C1OC[C@@H](F)O1.O=C1OC[C@@H](F)O1.O=C1OC[C@@H](F)O1.O=C1OC[C@@H](F)O1.CCCC#N.CCCC#N.CCCC#N.CCCC#N
Calculated total energy in Eh: -3495.7966
M in g mol⁻¹: 912.74
ΔE to the lowest compared entry with this formula, charge and spin in kJ/mol: 0.0

Here is a cluster of 2 separate species, C7H11BF3NO5P2 in total in a non-equilibrium geometry from the Open Molecules 2025 dataset. Energies are from wB97M-V/def2-TZVPD.

XYZ file:
```
30
Properties=species:S:1:pos:R:3:forces:R:3:nbo_charge:R:1
P -5.33247 0.50162 -1.24740 -1.2 0.1 -3.5 1.140
P -3.99942 -0.12887 0.38478 1.8 -1.3 2.4 1.616
F 6.68323 1.28529 0.85611 -0.7 -0.5 -0.6 -0.550
F 5.54992 1.26976 -1.18072 0.1 -0.5 0.8 -0.554
F -4.70865 -1.25032 1.39559 1.2 2.6 -2.0 -0.503
O 5.69101 -2.88315 0.10974 -0.3 0.3 0.1 -0.566
O 3.42691 -1.55331 1.35779 0.0 -0.1 -0.2 -0.610
O 4.52238 0.29916 0.73367 -0.1 -0.8 0.0 -0.655
O -4.81216 0.17211 -2.62165 -0.2 0.2 2.2 -0.987
O 6.36405 -0.77892 -0.28203 -0.7 -0.3 0.4 -0.649
N -3.58307 1.29196 1.28395 -1.6 -1.8 -0.8 -1.113
C 5.52541 -1.69132 0.19232 2.1 -1.1 -1.1 0.659
C -2.40174 -0.92855 -0.25223 0.3 -0.3 0.5 -0.739
C 1.54502 1.57252 -1.22146 -1.0 0.0 0.5 -0.216
C -1.20368 -0.02311 0.32768 -0.5 -0.5 -0.3 -0.387
C 0.24350 -0.59232 -0.03396 1.0 2.1 -0.4 -0.474
C 0.99757 0.57800 -0.77728 -0.3 -0.5 0.4 -0.043
C 4.37066 -1.01254 0.82898 -1.7 1.3 1.0 0.674
B 5.79615 0.55215 0.02311 1.0 1.8 -0.5 1.255
H -1.36405 1.01178 -0.11204 0.5 -1.2 0.9 0.234
H -6.61382 -0.09469 -0.95414 0.7 0.3 0.3 0.004
H 0.80462 -0.71774 0.95006 -0.6 -0.3 -1.5 0.291
H -3.90137 1.24274 2.25948 0.3 0.2 -0.3 0.443
H -2.33901 -1.99528 0.14791 -0.3 1.4 -0.3 0.290
H 1.87357 2.59341 -1.51313 -0.1 -1.7 0.2 0.260
H -2.39055 -1.01372 -1.37874 -0.3 0.4 1.1 0.301
H 0.23693 -1.53230 -0.65272 0.0 1.0 0.8 0.244
H -3.93224 2.13253 0.80828 0.1 -0.3 0.5 0.424
H -1.30651 -0.03353 1.45594 0.1 0.4 -1.4 0.220
H -5.53713 1.92155 -1.07327 0.2 -0.7 0.5 -0.010
```
Forces are in eV/Å.

Calculated total energy in Eh: -1711.5022
M in g mol⁻¹: 318.92

Here is a structure of composition C7H7N in a non-equilibrium geometry from the Open Molecules 2025 dataset. Energies are from wB97M-V/def2-TZVPD.

XYZ file:
```
15
Properties=species:S:1:pos:R:3:forces:R:3:nbo_charge:R:1
N 3.18429 0.78494 -1.90748 -5.5 -6.4 3.5 -0.298
C 1.32538 -0.72632 0.78277 4.8 3.4 -9.8 -0.275
C -1.15409 0.01582 1.67042 -2.3 -2.9 1.9 -0.395
C -1.34298 0.21818 -0.86912 -2.0 3.2 -0.1 -0.190
C 2.37379 -0.02642 -1.40135 2.8 6.2 -2.7 0.240
C 1.08370 -0.44481 -0.68385 0.7 -1.2 4.3 -0.148
C -1.44874 0.65668 0.52298 -1.7 1.0 -0.5 -0.255
C -0.23840 -0.32544 -1.39657 2.2 0.2 -2.2 -0.224
H -2.01578 1.67536 0.56105 1.8 -1.4 0.3 0.226
H -2.09014 0.96054 -1.57772 2.0 -3.0 1.6 0.229
H 2.44508 -0.56283 0.88582 -1.7 -0.4 0.9 0.219
H -0.19613 -0.34330 -2.55330 0.1 -0.1 2.1 0.236
H -1.18190 0.56045 2.65331 -0.1 -0.5 -1.2 0.215
H 0.73029 -1.15868 1.42083 -3.0 -2.2 3.1 0.196
H -1.47438 -1.28418 1.89223 1.9 4.0 -1.2 0.223
```
Forces are in eV/Å.

Calculated total energy in Eh: -325.4465
M in g mol⁻¹: 105.14
ΔE to the lowest compared entry with this formula, charge and spin in kJ/mol: 557.0

Question: The lowest M belongs to which entry?
Answer: C7H7N

Question: Among the records above, which one has the lowest M?
Answer: C7H7N

Question: The highest M belongs to which entry?
Answer: C34H46F6N4O18

Question: The highest M belongs to which entry?
Answer: C34H46F6N4O18